24
Properties=species:S:1:pos:R:3:forces:R:3 method="wB97M-V/def2-TZVPD" total_charge=+1 multiplicity=1 e_above_lowest_kcal_mol=0.00 e_lumo_ha=-0.140 e_tot_ev=-16743.8387
C 2.13022 -1.46980 2.87198 -1.24 0.36 0.25
Sn -1.66316 -2.45381 -0.23482 -0.87 0.97 -0.25
N -0.78189 -2.29330 -2.47484 -0.46 -1.19 -0.86
H -1.20903 -3.83148 0.74341 1.07 -0.17 -0.17
H -1.73639 -2.32234 -2.89903 1.12 0.12 0.13
H 2.73925 -1.83406 2.05618 0.02 -0.13 -0.20
H 2.17555 -2.17345 3.71824 0.09 0.41 -0.32
H 1.04641 -1.37711 2.55855 1.21 -0.15 0.21
H 2.48189 -0.46600 3.15906 -0.11 -0.48 0.04
H -0.32804 -1.43510 -2.81151 -0.19 -0.41 0.37
H -0.26769 -3.11218 -2.85881 -0.36 0.83 0.21
N -0.51330 3.79937 -0.52697 0.02 -0.08 0.13
C -0.38211 2.46325 -0.34222 -0.17 0.00 -0.60
C 0.62522 1.72368 -1.01401 -0.20 -0.57 0.60
C 0.66104 0.34211 -0.85615 -0.79 -0.33 -0.04
N -0.29230 -0.38937 -0.17653 0.31 1.36 0.88
C -1.17672 0.36140 0.55261 0.45 0.35 -0.83
C -1.28566 1.73884 0.46450 0.24 -0.28 0.33
H 0.10488 4.32053 -1.13588 -0.16 -0.27 0.24
H -1.25078 4.31937 -0.06944 0.25 -0.20 -0.12
H 1.36174 2.24912 -1.62127 -0.07 -0.31 0.19
H 1.46916 -0.23085 -1.32046 -0.37 0.12 0.07
H -1.85605 -0.20398 1.19415 0.02 0.34 -0.18
H -2.05222 2.27515 1.02326 0.18 -0.26 -0.06

---

13
Properties=species:S:1:pos:R:3:forces:R:3 method="wB97M-V/def2-TZVPD" multiplicity=1 e_above_lowest_kcal_mol=142.43 e_lumo_ha=0.018 e_tot_ev=-9267.3256
N 2.27839 -1.40379 -1.00383 -0.29 0.12 0.48
C 1.22265 -1.21596 -0.44798 0.68 -0.07 -0.17
O 0.56994 -1.10215 0.69952 0.02 -0.12 -0.10
C 0.20092 0.21953 1.12957 -0.02 0.20 0.09
C -1.13316 0.67628 0.52922 -0.04 0.00 0.04
C -1.00311 1.31400 -0.78536 0.10 0.45 -0.87
N -0.88925 1.84846 -1.80442 -0.10 -0.54 0.99
H 1.01162 -1.39197 -1.69814 -0.46 0.06 -0.13
H 0.04377 -1.20774 -1.39639 0.07 -0.06 -0.12
H 1.00969 0.92190 0.90659 -0.11 -0.11 0.02
H 0.09589 0.12563 2.21136 0.01 0.02 -0.16
H -1.80686 -0.18324 0.45275 0.07 0.13 0.01
H -1.60048 1.39905 1.20710 0.08 -0.07 -0.10